1.
C60H42Cl5FGeP3Pt as an isolated structure, computed with ωB97M-V/def2-TZVPD.

Calculated values
Net charge: +3
Relative energy (zero: lowest compared OMol25 entry of this formula, charge and spin), kJ/mol: 0.0

Structure (XYZ):
```
113
Properties=species:S:1:pos:R:3:mulliken_charge:R:1
Pt 0.029 -0.219 1.042 0.2045
F 0.478 2.083 5.334 -0.4247
Ge 0.196 1.264 3.814 1.5309
C -1.666 0.674 4.112 -1.4412
C -2.082 0.970 5.415 -0.2417
C -3.344 0.635 5.884 -1.0511
C -4.236 -0.015 5.050 -0.9202
C -3.850 -0.320 3.759 -0.3986
C -2.576 0.014 3.274 0.5777
P -2.388 -0.461 1.529 2.8253
C -3.009 -2.170 1.462 1.2341
C -3.601 -2.681 0.306 -0.8054
C -4.047 -3.992 0.270 -0.8384
C -3.908 -4.810 1.382 -0.7390
C -3.334 -4.305 2.541 -1.0461
C -2.886 -2.996 2.584 -0.5093
C -3.562 0.545 0.594 0.6991
C -3.766 0.311 -0.768 0.3942
C -4.821 0.912 -1.429 -1.3962
C -5.675 1.768 -0.744 -0.7924
C -5.440 2.056 0.592 -1.1048
C -4.386 1.456 1.262 -0.6380
C 0.434 2.820 2.571 -0.7012
C 0.569 3.978 3.353 -0.3732
C 0.635 5.251 2.805 -1.1515
C 0.536 5.421 1.438 -0.9427
C 0.402 4.301 0.639 -0.4643
C 0.386 3.006 1.177 -0.1440
P 0.236 1.786 -0.158 2.0834
C 1.665 1.902 -1.260 1.4215
C 1.797 1.021 -2.337 -1.0892
C 2.790 1.206 -3.283 -0.6445
C 3.657 2.284 -3.178 -0.9363
C 3.543 3.155 -2.105 -0.9969
C 2.566 2.964 -1.142 -0.4337
C -1.186 2.356 -1.098 1.8642
C -1.225 2.273 -2.491 -1.0522
C -2.222 2.924 -3.199 -0.9351
C -3.163 3.691 -2.527 -0.9779
C -3.123 3.790 -1.142 -0.8840
C -2.148 3.119 -0.428 -0.2533
C 1.633 -0.055 4.082 -0.6762
C 1.790 -0.384 5.430 -0.1723
C 2.939 -1.014 5.886 -1.1148
C 3.982 -1.274 5.011 -0.8127
C 3.834 -0.978 3.665 -0.5182
C 2.645 -0.420 3.195 0.8344
P 2.491 -0.263 1.408 2.3862
C 3.794 0.884 0.952 1.0266
C 4.749 0.567 -0.012 -0.8652
C 5.840 1.404 -0.191 -0.7717
C 5.975 2.552 0.576 -0.8052
C 5.020 2.872 1.535 -0.6130
C 3.934 2.038 1.731 -0.2783
C 2.812 -1.868 0.626 0.5286
C 3.053 -3.037 1.350 -1.1843
C 3.233 -4.240 0.683 -1.0190
C 3.162 -4.294 -0.701 -0.8707
C 2.913 -3.136 -1.428 -1.1269
C 2.737 -1.932 -0.768 -0.2052
H -1.409 1.480 6.088 0.5658
H -3.620 0.883 6.899 0.4755
H -5.225 -0.285 5.395 0.5186
H -4.558 -0.825 3.114 0.6493
H -3.748 -2.064 -0.569 0.3436
H -4.520 -4.369 -0.627 0.5454
H -4.264 -5.831 1.352 0.4848
H -3.243 -4.929 3.421 0.5053
H -2.460 -2.621 3.504 0.4678
H -3.098 -0.332 -1.323 -0.0879
H -4.980 0.710 -2.479 0.5130
H -6.514 2.221 -1.256 0.4882
H -6.086 2.742 1.123 0.4784
H -4.228 1.692 2.304 0.4753
H 0.617 3.897 4.426 0.6376
H 0.742 6.104 3.461 0.5026
H 0.556 6.405 0.992 0.5447
H 0.306 4.441 -0.430 0.6293
H 1.113 0.193 -2.453 0.2472
H 2.872 0.519 -4.115 0.5493
H 4.418 2.444 -3.930 0.4646
H 4.223 3.991 -2.007 0.4913
H 2.524 3.645 -0.308 0.5038
H -0.462 1.743 -3.039 0.4277
H -2.239 2.863 -4.278 0.5263
H -3.917 4.230 -3.085 0.5083
H -3.845 4.401 -0.619 0.5469
H -2.113 3.227 0.648 0.4219
H 1.031 -0.104 6.150 0.5308
H 3.035 -1.262 6.934 0.5061
H 4.904 -1.709 5.371 0.4882
H 4.647 -1.185 2.979 0.5518
H 4.670 -0.338 -0.599 0.4048
H 6.595 1.148 -0.922 0.5341
H 6.836 3.193 0.440 0.4528
H 5.139 3.755 2.147 0.5383
H 3.217 2.270 2.509 0.3025
H 3.093 -3.027 2.429 0.4012
H 3.433 -5.138 1.252 0.5340
H 3.310 -5.235 -1.214 0.5208
H 2.866 -3.170 -2.508 0.5189
H 2.553 -1.033 -1.342 0.2301
Cl 0.191 -2.398 2.491 -0.1124
C -0.150 -2.944 0.877 1.7601
C -0.412 -1.918 -0.006 -1.6720
C -0.714 -2.206 -1.319 1.3398
Cl -1.082 -0.974 -2.447 -0.1102
C -0.752 -3.552 -1.720 -0.0697
Cl -1.141 -3.935 -3.337 -0.1169
C -0.476 -4.582 -0.813 0.2097
Cl -0.523 -6.210 -1.306 -0.1154
C -0.170 -4.275 0.517 -0.2147
Cl 0.184 -5.474 1.676 -0.0872
```

---

2.
C60H44F8O14V3 as an isolated structure, computed with ωB97M-V/def2-TZVPD.

Calculated values
Net charge: -1
Relative energy (zero: lowest compared OMol25 entry of this formula, charge and spin), kJ/mol: 2472.9

Structure (XYZ):
```
129
Properties=species:S:1:pos:R:3:mulliken_charge:R:1
O -2.489 6.227 1.210 -0.6227
V -1.867 5.547 -0.075 1.6523
O -2.820 5.853 -1.286 -0.6230
O 4.368 6.315 1.958 -0.6559
V 4.593 5.733 0.513 1.6921
O 5.754 4.652 0.409 -0.6812
O 2.913 -6.948 6.512 -0.6813
V 2.237 -6.755 5.074 1.5710
O 2.469 -8.079 4.218 -0.6900
C -0.562 -1.346 1.284 -0.4042
C -0.370 0.125 1.060 0.4446
C 1.000 0.796 1.553 0.4555
O 1.172 1.956 1.170 -0.6792
C 1.827 0.026 2.445 -0.6674
C 1.607 -1.301 2.676 0.4054
C 0.387 -2.057 1.942 0.4759
O 0.067 -3.295 2.125 -0.7004
O 2.388 -1.957 3.479 -0.7340
O -1.230 0.850 0.563 -0.6438
H -1.373 -1.893 0.827 0.4293
H 2.634 0.558 2.927 0.4291
C 0.713 10.875 -3.062 -0.3874
C 1.716 9.906 -2.688 0.4250
C 3.273 10.274 -2.936 0.4316
O 4.030 9.480 -2.392 -0.6142
C 3.547 11.373 -3.767 -0.3738
C 2.536 12.195 -4.250 0.4196
C 1.066 11.938 -3.833 0.3847
O 0.106 12.771 -4.152 -0.6224
O 2.975 13.062 -5.126 -0.6229
O 1.452 8.955 -1.937 -0.6105
H -0.258 10.795 -2.596 0.4178
H 4.569 11.357 -4.115 0.3820
F 8.155 -1.093 9.357 -0.3017
C 7.598 0.100 9.230 0.5533
C 6.241 0.122 9.023 -0.4836
C 5.660 1.327 8.708 -0.2536
C 6.421 2.498 8.642 -0.4614
C 7.788 2.444 8.831 -0.3093
C 8.411 1.244 9.157 -0.5301
H 5.719 -0.821 9.093 0.4032
H 4.616 1.474 8.473 0.3394
H 5.765 3.336 8.458 0.3285
H 8.292 3.398 8.873 0.3302
H 9.488 1.247 9.241 0.3854
F -8.748 -1.055 -0.410 -0.2945
C -9.154 -0.971 0.888 0.3649
C -8.232 -0.475 1.805 -0.4061
C -8.717 -0.149 3.057 -0.4022
C -10.066 -0.336 3.377 -0.3836
C -10.922 -0.922 2.522 -0.4253
C -10.463 -1.205 1.242 -0.3290
H -7.212 -0.436 1.453 0.4401
H -8.102 0.293 3.826 0.3615
H -10.380 -0.076 4.377 0.3429
H -11.957 -1.066 2.795 0.3660
H -11.160 -1.544 0.490 0.3659
F -1.725 -6.057 -8.525 -0.2975
C -1.171 -5.375 -7.543 0.3406
C -0.106 -4.582 -7.768 -0.2525
C 0.544 -3.937 -6.727 -0.3475
C 0.185 -4.233 -5.407 -0.5796
C -1.093 -4.876 -5.201 -0.3888
C -1.757 -5.423 -6.292 -0.3189
H 0.260 -4.495 -8.781 0.3702
H 1.330 -3.239 -6.974 0.3667
H 0.737 -3.918 -4.534 0.3793
H -1.440 -5.099 -4.203 0.3570
H -2.690 -5.948 -6.147 0.3713
F -1.758 -3.897 7.645 -0.2743
C -2.938 -3.741 8.302 0.3828
C -3.000 -4.225 9.613 -0.5121
C -4.197 -3.949 10.287 -0.3156
C -5.307 -3.479 9.612 -0.3806
C -5.245 -3.158 8.279 -0.3251
C -3.998 -3.249 7.636 -0.3995
H -2.179 -4.549 10.236 0.3718
H -4.315 -4.288 11.305 0.3341
H -6.231 -3.366 10.161 0.3383
H -6.103 -2.791 7.735 0.3707
H -3.971 -3.076 6.570 0.4076
F 9.987 0.054 0.725 -0.2946
C 9.577 -0.738 -0.277 0.3296
C 10.526 -1.017 -1.244 -0.3274
C 10.149 -1.848 -2.299 -0.4165
C 8.815 -2.126 -2.496 -0.3047
C 7.829 -1.717 -1.590 -0.5401
C 8.233 -1.072 -0.456 -0.3415
H 11.547 -0.720 -1.055 0.3770
H 10.981 -2.226 -2.874 0.3478
H 8.600 -2.636 -3.423 0.3487
H 6.785 -1.951 -1.734 0.4052
H 7.638 -0.700 0.365 0.4171
F -4.852 3.340 -10.122 -0.2896
C -4.260 2.906 -8.962 0.1517
C -2.915 2.510 -8.809 -0.2565
C -2.384 2.088 -7.596 -0.5187
C -3.272 1.960 -6.538 -0.3117
C -4.539 2.343 -6.641 -0.4643
C -5.076 2.810 -7.823 -0.1298
H -2.287 2.580 -9.685 0.3592
H -1.328 1.870 -7.531 0.3963
H -2.824 1.575 -5.634 0.3615
H -5.142 2.359 -5.745 0.3366
H -6.139 2.997 -7.852 0.3650
F 3.260 4.191 -4.583 -0.2988
C 3.894 3.974 -5.776 0.6698
C 3.499 4.721 -6.924 -0.7441
C 4.175 4.489 -8.100 -0.0961
C 5.156 3.533 -8.128 -0.5561
C 5.482 2.826 -6.983 -0.1909
C 4.890 3.004 -5.782 -0.6294
H 2.688 5.434 -6.944 0.4135
H 4.192 5.062 -9.015 0.3340
H 5.814 3.466 -8.982 0.3388
H 6.250 2.077 -7.105 0.3186
H 5.042 2.448 -4.869 0.4396
F -6.666 -10.798 4.023 -0.2870
C -6.840 -9.716 3.233 0.4459
C -7.658 -8.635 3.672 -0.4495
C -7.594 -7.424 2.982 -0.3066
C -6.674 -7.287 1.845 -0.5313
C -5.947 -8.389 1.424 -0.3599
C -6.014 -9.596 2.111 -0.3571
H -8.331 -8.768 4.506 0.3768
H -8.245 -6.630 3.318 0.3691
H -6.724 -6.300 1.410 0.3722
H -5.231 -8.275 0.624 0.3477
H -5.378 -10.419 1.822 0.3795
```

---

3.
A 10-piece molecular cluster, C60H46F6O16 overall, computed with ωB97M-V/def2-TZVPD.

Calculated values
Net charge: 0
Structure (SMILES): O=C1C=C(O)C(=O)C=C1O.O=C1C=C(O)C(=O)C=C1O.O=C1C=C(O)C(=O)C=C1O.O=C1C=C(O)C(=O)C=C1O.Fc1ccccc1.Fc1ccccc1.Fc1ccccc1.Fc1ccccc1.Fc1ccccc1.Fc1ccccc1
Calculated total energy, a.u.: -4116.89604

Structure (XYZ):
```
128
Properties=species:S:1:pos:R:3:mulliken_charge:R:1
O -0.820 4.869 3.229 -0.8930
C -0.504 3.697 3.445 1.5797
C -0.281 2.720 2.488 0.4502
C 0.004 1.454 2.898 -0.4769
O 0.421 0.487 2.126 -0.3609
C -0.028 0.999 4.353 1.3845
O 0.181 -0.191 4.591 -0.6029
C -0.236 2.001 5.348 -1.3403
C -0.463 3.242 4.876 0.0197
O -0.823 4.257 5.678 -0.7179
H -0.217 2.982 1.420 -0.0021
H 0.491 -0.273 2.765 0.1051
H -0.317 1.802 6.408 0.4492
H -0.890 5.043 5.017 0.4088
O 1.441 4.614 -6.086 -0.6759
C 1.523 3.495 -5.647 1.0670
C 2.494 3.087 -4.693 -0.4278
C 2.568 1.847 -4.271 0.2816
O 3.341 1.592 -3.211 -0.5615
C 1.623 0.764 -4.856 0.6270
O 1.652 -0.352 -4.379 -0.5998
C 0.661 1.225 -5.808 -1.0441
C 0.518 2.479 -6.176 0.3772
O -0.272 2.938 -7.121 -0.5894
H 3.194 3.787 -4.308 0.4570
H 3.272 0.627 -2.910 0.3355
H 0.078 0.379 -6.111 0.4910
H -0.068 3.898 -7.280 0.3651
O 3.948 -5.898 2.369 -0.6999
C 4.143 -5.954 1.147 1.0483
C 3.376 -5.339 0.071 -0.1243
C 3.862 -5.490 -1.206 -0.1331
O 3.194 -4.996 -2.221 -0.5584
C 5.170 -6.061 -1.567 0.8206
O 5.391 -6.175 -2.772 -0.6629
C 5.850 -6.746 -0.516 -0.8296
C 5.392 -6.727 0.736 -0.0044
O 5.996 -7.231 1.778 -0.6046
H 2.394 -4.874 0.288 0.4556
H 3.872 -5.225 -2.915 0.4368
H 6.802 -7.221 -0.702 0.4349
H 5.321 -6.975 2.478 0.4134
O 2.750 -0.770 -1.469 -1.0697
C 1.576 -0.914 -1.062 1.0987
C 0.415 -0.171 -1.376 -0.4296
C -0.699 -0.458 -0.697 -1.0979
O -1.763 0.322 -0.752 -0.2864
C -0.892 -1.702 0.101 1.3099
O -2.037 -1.997 0.448 -0.8627
C 0.235 -2.519 0.476 -0.7887
C 1.366 -2.047 -0.026 0.5125
O 2.600 -2.407 0.393 -0.5884
H 0.450 0.771 -1.827 0.9531
H -2.428 -0.276 -0.417 0.2839
H 0.234 -3.417 1.102 0.5603
H 3.227 -2.045 -0.241 0.3127
F 0.480 3.796 -1.966 -0.0172
C -0.363 4.865 -1.944 0.1445
C -0.412 5.609 -3.093 -0.1601
C -1.143 6.768 -3.113 -0.5919
C -1.876 7.128 -1.976 -0.5350
C -1.772 6.425 -0.786 -0.8788
C -0.954 5.245 -0.775 0.0223
H 0.172 5.269 -3.937 0.2403
H -1.108 7.375 -3.977 0.4987
H -2.632 7.925 -2.082 0.3223
H -2.366 6.728 0.031 0.5620
H -0.829 4.585 0.080 0.3935
F 2.123 4.724 4.462 -0.4525
C 2.538 4.267 3.201 0.6097
C 3.316 3.163 3.058 -0.5760
C 3.664 2.841 1.790 -0.2921
C 3.281 3.538 0.650 -1.1130
C 2.434 4.644 0.857 -0.0796
C 2.016 4.954 2.131 -0.5056
H 3.698 2.628 3.953 0.4281
H 4.354 2.041 1.746 0.4618
H 3.598 3.225 -0.297 0.6969
H 2.217 5.325 -0.009 0.4076
H 1.199 5.671 2.311 0.4172
F -4.224 0.204 0.614 -0.4420
C -3.937 0.917 1.734 0.5028
C -4.198 2.291 1.741 -0.8210
C -4.078 2.909 2.944 -0.0860
C -3.641 2.332 4.126 -0.8020
C -3.331 0.981 4.051 -0.1892
C -3.420 0.276 2.857 -0.6171
H -4.433 2.816 0.839 0.5680
H -4.434 3.951 3.025 0.3253
H -3.538 2.921 5.026 0.5063
H -2.957 0.494 4.910 0.4864
H -3.334 -0.793 2.743 0.6028
F -1.949 -7.137 3.246 -0.3834
C -1.143 -6.094 3.499 0.3818
C -1.708 -4.860 3.852 -0.3229
C -0.905 -3.770 4.038 -0.3879
C 0.458 -3.917 3.873 -0.3897
C 1.064 -5.158 3.631 -0.7714
C 0.205 -6.295 3.439 -0.6120
H -2.809 -4.850 3.952 0.3744
H -1.287 -2.787 4.285 0.4891
H 1.150 -3.071 4.151 0.3752
H 2.082 -5.287 3.470 0.7667
H 0.550 -7.267 3.177 0.4870
F -4.081 -6.016 0.737 -0.3666
C -2.953 -6.145 0.065 0.5047
C -2.382 -7.450 -0.009 -0.4260
C -1.172 -7.625 -0.611 -0.3910
C -0.472 -6.568 -1.186 -0.7826
C -1.033 -5.346 -1.085 0.0291
C -2.328 -5.166 -0.635 -0.8458
H -3.075 -8.297 0.185 0.3581
H -0.696 -8.584 -0.598 0.4009
H 0.515 -6.710 -1.496 0.5865
H -0.552 -4.502 -1.570 0.4798
H -2.748 -4.177 -0.652 0.4311
F -4.677 5.404 -4.395 -0.3727
C -3.981 4.297 -4.079 0.3742
C -3.867 3.800 -2.757 -0.5256
C -3.027 2.763 -2.498 0.4309
C -2.480 2.017 -3.550 -0.6018
C -2.745 2.435 -4.853 -0.3592
C -3.433 3.603 -5.158 -0.7762
H -4.335 4.427 -1.979 0.3431
H -2.926 2.347 -1.497 0.1669
H -1.780 1.204 -3.452 0.4811
H -2.367 1.819 -5.716 0.3110
H -3.512 4.002 -6.159 0.4989
```